Entry 1:
This record from the Open Molecules 2025 dataset describes C31H33BCl3F6N9O2S2SbSiTi as an isolated structure at a distorted geometry. The level of theory is ωB97M-V with the def2-TZVPD basis set.

```
90
C31H33BCl3F6N9O2S2SbSiTi (ωB97M-V with the def2-TZVPD basis set)
Ti 0.17 0.03 0.38
C -1.19 1.78 3.40
C -0.72 2.57 2.22
C -0.70 3.97 2.15
C -0.38 4.28 0.84
C -0.29 5.62 0.19
N -0.20 3.12 0.18
N -0.38 2.07 1.03
B -0.39 2.92 -1.36
N 0.80 2.18 -1.96
N 1.15 0.94 -1.54
C 2.19 0.57 -2.31
C 2.97 -0.71 -2.22
C 2.49 1.58 -3.22
C 1.58 2.58 -2.98
C 1.38 3.87 -3.71
N -1.65 2.10 -1.56
N -1.76 0.90 -0.93
C -3.01 0.47 -1.11
C -3.59 -0.78 -0.55
C -3.71 1.42 -1.89
C -2.82 2.43 -2.15
C -2.99 3.67 -2.95
H -1.91 2.39 3.95
H -1.68 0.86 3.09
H -0.38 1.52 4.07
H -0.94 4.66 2.94
H -0.29 6.39 0.96
H 0.61 5.72 -0.41
H -1.15 5.80 -0.47
H -0.49 4.00 -1.86
H 2.38 -1.54 -1.86
H 3.32 -0.96 -3.22
H 3.84 -0.58 -1.57
H 3.24 1.56 -3.99
H 2.18 3.98 -4.44
H 0.43 3.88 -4.23
H 1.40 4.73 -3.04
H -2.90 -1.62 -0.59
H -3.87 -0.69 0.51
H -4.48 -1.06 -1.11
H -4.73 1.34 -2.23
H -4.00 3.70 -3.36
H -2.85 4.57 -2.35
H -2.29 3.71 -3.79
O 1.21 -3.99 -1.09
S 0.32 -3.17 -0.31
O -0.85 -2.70 -1.04
N 1.12 -1.75 0.11
C 2.40 -1.87 0.67
C 3.10 -3.03 0.93
C 4.39 -2.97 1.50
C 5.00 -1.79 1.81
C 4.31 -0.58 1.56
C 4.83 0.69 1.85
C 4.09 1.81 1.59
C 2.81 1.66 1.03
N 2.30 0.49 0.75
C 3.03 -0.63 0.99
C 0.01 -4.01 1.21
C -0.43 -3.33 2.34
C -0.51 -4.03 3.53
C -0.20 -5.38 3.57
C 0.20 -6.04 2.42
C 0.32 -5.36 1.22
H 2.68 -3.99 0.69
H 4.90 -3.91 1.70
H 5.98 -1.76 2.27
H 5.81 0.77 2.30
H 4.45 2.80 1.81
H 2.18 2.52 0.82
H -0.74 -2.30 2.29
H -0.88 -3.53 4.41
H -0.32 -5.93 4.49
H 0.39 -7.11 2.44
H 0.60 -5.86 0.31
F -1.30 -0.75 0.90
Sb -3.44 -4.07 0.98
F -4.33 -2.31 2.04
F -3.38 -4.75 2.91
F -5.27 -4.68 0.95
F -2.65 -5.96 0.78
F -3.70 -4.36 -1.12
S 1.96 -1.08 4.65
C 1.17 -0.54 3.35
N 0.58 -0.13 2.43
Cl -0.77 0.21 -4.39
Si -0.81 -1.48 -3.03
Cl 0.66 -2.66 -3.95
Cl -2.61 -2.32 -3.47
```

F_max   0.03051 Eh/bohr
Energy relative to the best compared isomer or geometry (same formula, charge and spin)   4.65 kcal/mol
LUMO level (alpha / beta)   2.7861 / 2.7175 eV
Charge   -2
Frontier orbital gap (alpha / beta)   3.56 / 3.49 eV
Highest occupied orbital energy (alpha / beta)   -0.8 / -0.8 eV
⟨S²⟩   0.75
2S+1   2

Entry 2:
This record from the Open Molecules 2025 dataset describes C31H33Cl2N2O3PSc as an isolated structure. The level of theory is ωB97M-V with the def2-TZVPD basis set.

```
73
C31H33Cl2N2O3PSc (ωB97M-V with the def2-TZVPD basis set)
Sc -0.90 -0.65 -0.27
Cl -1.48 -3.03 -0.96
C -0.07 -3.82 -1.79
C -0.35 -5.03 -2.37
C 0.69 -5.67 -3.04
C 1.95 -5.09 -3.10
C 2.18 -3.87 -2.50
C 1.17 -3.19 -1.82
P 1.46 -1.57 -1.08
C 1.99 -0.46 -2.39
C 1.00 0.13 -3.16
C 1.33 0.93 -4.24
C 2.67 1.15 -4.54
C 3.66 0.56 -3.77
C 3.33 -0.24 -2.70
C 2.76 -1.75 0.15
C 3.41 -0.60 0.62
C 4.39 -0.72 1.60
C 4.70 -1.97 2.12
C 4.05 -3.10 1.67
C 3.07 -3.00 0.69
H -1.34 -5.47 -2.32
H 0.50 -6.63 -3.51
H 2.75 -5.60 -3.63
H 3.17 -3.42 -2.56
H -0.06 -0.05 -2.97
H 0.55 1.38 -4.85
H 2.93 1.78 -5.38
H 4.70 0.73 -4.02
H 4.12 -0.70 -2.11
H 3.19 0.37 0.20
H 4.91 0.16 1.94
H 5.47 -2.05 2.87
H 4.30 -4.07 2.07
H 2.59 -3.90 0.32
N -2.67 -0.41 4.53
C -1.87 0.76 4.01
C -1.74 0.67 2.50
N -1.11 -0.61 2.06
C -1.90 -1.76 2.59
C -2.06 -1.72 4.10
H -3.64 -0.35 4.19
H -2.73 -0.37 5.55
H -0.91 0.72 4.52
H -2.39 1.68 4.30
H -1.16 1.52 2.14
H -2.72 0.73 2.02
H -0.17 -0.66 2.47
H -1.42 -2.70 2.32
H -2.88 -1.73 2.10
H -1.10 -1.79 4.61
H -2.70 -2.52 4.45
C -2.31 4.62 -2.03
C -1.97 4.54 -0.57
C -0.93 5.33 -0.07
C -0.62 5.35 1.28
Cl 0.67 6.34 1.85
C -1.37 4.61 2.19
C -2.39 3.80 1.70
C -2.65 3.75 0.35
O -3.74 2.93 0.01
C -3.65 1.99 -1.05
C -2.61 0.95 -0.71
O -2.90 -0.27 -0.47
O -1.36 1.27 -0.61
H -1.84 5.50 -2.47
H -3.39 4.71 -2.19
H -1.95 3.76 -2.60
H -0.38 5.96 -0.75
H -1.17 4.69 3.25
H -3.04 3.26 2.38
H -3.41 2.42 -2.03
H -4.61 1.50 -1.10
```

F_max   0.01250 Eh/bohr
Energy relative to the best compared isomer or geometry (same formula, charge and spin)   0.00 kcal/mol
LUMO level   -9.2233 eV
Charge   +3
Frontier orbital gap   6.00 eV
Highest occupied orbital energy   -15.2 eV

Entry 3:
This record from the Open Molecules 2025 dataset describes C31H33ClCoN2O2Si2 as an isolated structure at a distorted geometry. The level of theory is ωB97M-V with the def2-TZVPD basis set.

```
72
C31H33ClCoN2O2Si2 (ωB97M-V with the def2-TZVPD basis set)
C 1.00 4.43 1.79
C 1.47 3.34 2.58
C 2.50 2.68 1.87
H 1.16 3.12 3.61
C 2.62 3.33 0.59
C 1.70 4.42 0.56
H 1.56 5.13 -0.25
H 0.26 5.17 2.10
H 3.13 1.88 2.25
H 3.37 3.12 -0.17
Co 0.75 2.58 0.80
Si 1.57 -0.65 -0.20
C 0.68 -2.18 0.50
C 0.04 -3.06 -0.37
H -0.19 -2.77 -1.40
C -0.30 -4.35 0.05
H -0.78 -5.04 -0.65
C -0.02 -4.74 1.36
H -0.24 -5.76 1.67
C 0.54 -3.84 2.26
H 0.74 -4.15 3.29
C 0.85 -2.53 1.85
H 1.25 -1.81 2.56
C 2.68 -1.63 -1.38
C 3.80 -2.29 -0.89
H 4.12 -2.08 0.14
C 4.48 -3.23 -1.68
H 5.32 -3.79 -1.27
C 4.08 -3.46 -3.00
H 4.63 -4.18 -3.63
C 2.97 -2.77 -3.51
H 2.66 -2.91 -4.54
C 2.26 -1.88 -2.69
H 1.38 -1.38 -3.08
H 2.33 -0.06 0.92
Si -2.54 -0.78 -1.26
C -0.93 -0.01 -1.81
C 0.17 0.42 -0.93
H -0.15 0.73 0.08
C 1.36 1.03 -1.51
H 2.05 1.67 -0.92
C 1.43 1.21 -2.91
H 2.32 1.71 -3.32
C 0.35 0.91 -3.71
H 0.35 1.17 -4.77
C -0.80 0.29 -3.16
H -1.62 0.08 -3.83
C -2.52 -1.23 0.56
C -2.14 -0.20 1.42
H -1.93 0.79 1.00
C -2.06 -0.40 2.81
H -1.74 0.39 3.48
C -2.40 -1.65 3.33
H -2.35 -1.80 4.41
C -2.82 -2.68 2.48
H -3.08 -3.65 2.91
C -2.90 -2.47 1.10
H -3.23 -3.27 0.45
H -2.95 -1.89 -2.04
Cl -4.11 0.54 -1.56
C -4.08 3.95 -0.68
O -2.78 3.42 -1.10
C -1.91 3.11 -0.18
O -0.72 2.84 -0.48
N -2.31 3.02 1.11
N -1.25 2.80 2.08
H -3.96 4.92 -0.21
H -4.63 3.25 -0.03
H -4.63 4.05 -1.62
H -3.16 3.49 1.42
H -1.48 1.97 2.64
H -1.25 3.61 2.72
```

F_max   0.07638 Eh/bohr
Energy relative to the best compared isomer or geometry (same formula, charge and spin)   0.00 kcal/mol
LUMO level (alpha / beta)   -2.5814 / -3.4447 eV
Charge   +1
Frontier orbital gap (alpha / beta)   6.15 / 7.28 eV
Highest occupied orbital energy (alpha / beta)   -8.7 / -10.7 eV
⟨S²⟩   6.04
2S+1   5